DFT (the ωB97M-V functional and the def2-TZVPD basis) results for a cluster of 10 separate species, H20O10 in total.

Element x y z (Å)
O1 2.724 40.782 -3.035
H1 2.232 39.963 -2.990
H2 3.370 40.637 -3.726
O2 3.516 45.140 -1.580
H3 2.822 45.609 -1.116
H4 3.101 44.330 -1.877
O3 -0.760 38.706 -2.932
H5 -1.410 38.117 -2.551
H6 -0.201 38.138 -3.462
O4 3.261 37.458 -7.969
H7 3.562 38.290 -7.605
H8 2.622 37.706 -8.638
O5 -1.068 44.306 -3.758
H9 -1.492 44.380 -2.903
H10 -0.769 43.398 -3.799
O6 0.236 39.261 1.636
H11 0.279 39.368 0.686
H12 -0.149 38.394 1.763
O7 2.427 35.602 -1.178
H13 1.635 35.411 -0.676
H14 2.105 35.927 -2.019
O8 4.230 41.131 -7.588
H15 4.184 41.725 -8.337
H16 4.978 41.444 -7.079
O9 1.684 36.301 -4.808
H17 1.168 35.521 -5.016
H18 2.260 36.416 -5.563
O10 7.017 41.423 -4.947
H19 6.921 41.801 -4.074
H20 7.893 41.036 -4.947

SMILES = O.O.O.O.O.O.O.O.O.O
Relative energy (zero: lowest compared OMol25 entry of this formula, charge and spin) = 76.04 kcal/mol
Orbital gap = 11.32 eV
E_HOMO = -11.286 eV

Results of the Mulliken charge analysis, in e, for atoms 1 through 4: number 1, O, carries -0.617; number 2, H, carries 0.304; number 3, H, carries 0.311; number 4, O, carries -0.637